No. 1
{
  "formula": "C42H51BaN7S2",
  "method": "wB97M-V/def2-TZVPD",
  "homo_ev": -6.867,
  "total_energy_ha": -2836.2980,
  "charge": 0,
  "symbols": ["H", "C", "H", "N", "H", "C", "H", "C", "C", "N", "C", "C", "C", "H", "C", "C", "H", "C", "C", "H", "H", "C", "H", "C", "C", "H", "C", "H", "H", "H", "H", "H", "C", "C", "C", "C", "H", "C", "C", "C", "N", "C", "H", "C", "H", "H", "N", "H", "C", "C", "H", "H", "H", "H", "C", "H", "C", "H", "C", "H", "H", "H", "H", "H", "H", "N", "H", "H", "C", "H", "C", "C", "H", "N", "S", "H", "C", "H", "H", "C", "H", "H", "H", "Ba", "H", "C", "H", "N", "H", "C", "H", "C", "H", "H", "H", "H", "S", "H", "C", "C", "C", "C", "C"],
  "positions_angstrom": [[-3.34699, -1.16266, 3.47534], [2.23298, -0.49451, 3.12230], [5.05562, -0.76227, -2.32899], [-1.02037, -2.39819, 3.14195], [2.06324, -0.21820, -2.42852], [-1.23580, -2.21733, 4.46855], [1.78385, 3.10590, -2.72690], [-0.36270, 3.27265, 0.72466], [2.62958, -0.46140, 4.46778], [2.29887, -1.90895, 1.26561], [-3.39486, -1.96369, -1.49851], [4.56442, 2.68779, 0.00328], [-1.84829, 2.25301, -3.55906], [0.21891, 5.78752, 0.06005], [2.15441, 2.94304, 0.07439], [-3.82471, 1.40470, 1.22211], [2.13336, 0.21991, 6.43514], [0.10871, 1.88839, -2.13786], [3.43239, 3.32318, 0.47111], [4.83270, -2.30644, 1.95022], [0.71148, 4.14733, -4.64895], [-4.55547, -1.95871, 1.03439], [-3.68475, 2.18849, 1.96520], [-1.17294, 3.13784, -4.35022], [-3.21722, 0.08402, 1.70788], [-2.12567, 0.18345, 1.69811], [1.03951, 3.85245, 0.56833], [1.35413, 4.19062, 1.56465], [3.48888, -0.01459, -4.51319], [-4.71518, -3.60150, -1.89777], [-4.89051, 1.26893, 1.05363], [-0.52327, 1.21314, 3.23886], [3.09167, 0.16025, -2.38602], [3.18062, 1.22629, -1.31289], [-3.85719, -1.50543, -3.91034], [4.43307, 1.65215, -0.90128], [5.31998, 1.18946, -1.30987], [0.69172, 0.82922, 4.95884], [2.99150, -1.25220, 2.13854], [0.37207, 0.74006, 3.61622], [-1.92532, -0.14028, -0.81447], [4.49189, -1.30185, 2.19791], [-4.22852, -0.51481, -3.65708], [3.43344, 0.76759, -3.75656], [-1.03732, -3.99149, 1.80396], [-4.74279, -0.10127, 3.23409], [2.95274, -2.76525, 0.46741], [-1.61214, -3.74459, -2.53773], [-2.13320, 0.69394, -1.78628], [2.23238, -3.48612, -0.36393], [3.74652, -1.86035, -2.76005], [3.51729, -0.98643, 4.78240], [-3.41970, -1.46200, -4.90594], [4.39719, 1.27626, -3.72062], [-2.97563, -1.03356, -0.53053], [4.88431, -0.62125, 1.44053], [4.02180, -1.02643, -2.11537], [-1.13223, -1.23377, 4.88949], [2.02314, 1.84683, -0.79839], [-0.96937, 3.98246, 1.28680], [3.54432, 4.16183, 1.14532], [0.04600, 1.35351, 5.64561], [-5.72728, -3.60435, 0.33284], [-4.70585, -2.18591, -3.93180], [2.44384, -4.90764, -1.79192], [0.75500, 1.33328, -1.12194], [-1.79595, -3.31833, -4.24214], [-1.95779, -1.30157, -2.93158], [-2.30991, -3.37226, -3.28428], [5.54507, 3.01217, 0.31707], [-3.66127, -0.17786, 3.14455], [-2.81380, -1.98275, -2.89434], [-0.33905, 2.33239, 1.26672], [2.90113, -4.47157, -1.01050], [-1.58835, -4.69543, 4.10014], [2.67721, 1.48525, -4.06797], [-3.58182, -1.01678, 0.73721], [-2.88170, 2.03134, -3.79540], [-3.21122, 0.55861, 3.80842], [-1.16580, -3.62911, 2.80476], [-3.13325, -4.07597, -3.38053], [0.66595, 4.81036, -1.34131], [-1.64853, 3.59971, -5.20205], [0.27509, -0.65788, 0.31835], [-5.03570, -1.95837, 2.00076], [-4.38134, -2.88262, -1.16386], [1.91796, 5.60248, -0.38384], [1.10270, 0.09835, 2.72121], [-0.83721, 3.11340, -0.23777], [1.85035, 0.19804, 5.39339], [3.95034, -1.35326, -1.07939], [0.95904, 5.09291, -0.33321], [-3.15450, 0.73362, -2.18375], [-3.36993, 1.72168, 0.28782], [4.89184, -0.99857, 3.16000], [3.90406, -4.50174, -0.94230], [0.57229, -3.37657, -0.72670], [-1.78181, -3.44978, 6.20039], [0.76091, 2.85400, -2.96928], [-1.26231, 1.59237, -2.45185], [-1.55574, -3.34222, 5.15899], [-4.95456, -2.88895, 0.09088], [0.15935, 3.44287, -4.03908]],
  "forces_ev_per_a": [[-0.062, -0.105, 0.078], [-0.290, 0.326, 0.808], [0.156, -0.009, -0.020], [0.292, 0.728, -0.740], [0.112, 0.094, 0.020], [-0.043, -0.302, 0.642], [-0.011, 0.028, -0.050], [0.151, 0.087, 0.027], [0.025, -0.046, -0.299], [0.305, -0.440, 1.008], [0.220, 0.100, 0.011], [0.081, -0.020, -0.024], [-0.002, 0.040, -0.077], [-0.084, 0.115, 0.012], [0.099, -0.026, 0.183], [0.200, -0.065, 0.001], [0.028, -0.013, 0.082], [0.103, 0.142, -0.242], [0.086, 0.023, -0.010], [0.034, 0.042, -0.002], [0.020, 0.024, 0.005], [-0.025, 0.103, -0.025], [0.021, 0.112, 0.028], [-0.209, 0.106, -0.247], [-0.179, 0.091, 0.076], [0.004, 0.077, 0.098], [-0.129, 0.081, -0.040], [0.004, -0.030, -0.104], [0.000, -0.064, -0.059], [0.009, -0.058, -0.099], [-0.157, 0.034, 0.029], [-0.203, 0.095, -0.013], [0.098, -0.139, -0.158], [-0.176, -0.190, -0.032], [0.233, 0.090, 0.095], [0.057, 0.093, 0.077], [0.062, -0.095, -0.028], [0.102, -0.083, 0.038], [0.712, -0.759, -0.732], [-0.199, 0.255, 0.352], [-0.687, 0.956, -0.972], [-0.150, -0.213, -0.055], [-0.092, 0.096, -0.022], [-0.265, -0.060, 0.059], [0.084, -0.140, -0.352], [-0.115, 0.023, 0.055], [1.287, -0.285, -0.024], [0.074, -0.116, -0.015], [-0.500, -0.347, 0.459], [-0.056, -0.093, 0.153], [0.035, -0.078, -0.044], [0.094, -0.002, -0.022], [-0.003, -0.018, -0.121], [0.079, -0.002, 0.028], [-0.606, -0.401, 0.012], [0.088, 0.020, -0.065], [-0.178, 0.174, 0.096], [-0.038, 0.123, 0.121], [0.270, -0.027, 0.162], [-0.084, 0.018, 0.080], [-0.045, 0.079, 0.101], [-0.055, 0.098, 0.016], [-0.033, -0.075, 0.019], [-0.103, -0.070, -0.022], [0.044, 0.022, 0.072], [-0.308, 0.514, -0.493], [0.047, -0.056, -0.092], [-0.140, -0.184, -0.050], [0.086, 0.183, 0.125], [0.096, 0.047, 0.068], [0.229, -0.100, -0.228], [0.007, -0.104, -0.195], [-0.095, -0.211, 0.103], [0.256, 0.030, -0.102], [0.101, 0.546, -0.155], [0.033, 0.035, -0.049], [0.233, -0.047, 0.063], [-0.071, -0.059, 0.024], [-0.027, 0.114, 0.077], [-0.196, -0.812, 0.161], [-0.080, -0.120, -0.015], [-0.047, 0.008, -0.065], [-0.105, 0.012, -0.028], [-0.467, -0.026, 0.459], [0.008, 0.026, 0.112], [-0.072, 0.031, 0.077], [0.109, 0.072, -0.028], [0.493, 0.123, 0.515], [-0.137, -0.053, -0.017], [-0.199, 0.136, -0.157], [0.069, -0.085, -0.053], [0.039, -0.063, 0.193], [0.057, -0.071, -0.065], [-0.012, 0.115, -0.048], [-0.017, 0.062, 0.061], [0.037, 0.040, 0.036], [-0.743, -0.569, -0.368], [-0.006, 0.031, 0.229], [0.085, 0.114, -0.088], [0.382, 0.489, -0.349], [-0.029, -0.146, -0.153], [-0.054, -0.043, 0.003], [-0.052, -0.107, 0.105]]
}


No. 2
{
  "formula": "C4H8Cl2OSi",
  "method": "wB97M-V/def2-TZVPD",
  "homo_ev": [-7.496, -7.499],
  "total_energy_ha": -1442.3365,
  "charge": 0,
  "symbols": ["H", "H", "C", "H", "C", "C", "Cl", "C", "Cl", "H", "H", "H", "H", "Si", "H", "O"],
  "positions_angstrom": [[0.20931, -0.06856, -1.06438], [1.88958, -1.31286, 0.92155], [1.59380, -1.22787, 1.90153], [-1.29041, -1.87669, -1.51198], [-1.66448, -0.96860, -1.08117], [-0.82906, 0.03690, -0.87904], [-0.57705, 1.93286, 3.61810], [-1.05266, 1.27954, -0.31811], [-1.53410, -1.14431, 2.88392], [-2.70148, -0.96911, -0.86858], [0.72496, -1.93847, 2.13272], [2.42640, -1.08079, 2.58257], [-2.04003, 1.67255, -0.26530], [-0.59405, 0.46781, 2.26649], [-0.27541, 1.89104, -0.18602], [0.92249, 0.07750, 1.84295]],
  "forces_ev_per_a": [[0.946, -0.781, -0.542], [1.107, -0.965, -2.127], [-3.125, 1.352, 1.533], [0.118, -0.339, -0.150], [0.370, -0.782, -0.660], [0.551, -1.095, -0.304], [-0.126, 0.699, 0.794], [-3.181, -1.158, 3.658], [-1.131, -1.267, 0.557], [-0.890, 0.331, 0.282], [2.113, 0.303, 0.058], [-0.130, -0.753, 0.230], [-0.583, 0.470, -0.065], [0.918, 1.551, -3.950], [2.741, 2.611, 0.094], [0.303, -0.177, 0.591]]
}


> What is the formula in the second record?

C4H8Cl2OSi


> Which formula does entry 1 have?

C42H51BaN7S2